<A>
The following is a quantum chemistry calculation of C4H13N3 in the gas phase, from OMol25.

The multiplicity is 1. The net charge is 0. Its SMILES is C[C@@H](N)CNCN. The value obtained for the HOMO-LUMO gap is 0.356 Eh. As for the LUMO energy: 0.0426 hartree.

Atoms and positions in Å:
C 1.27 1.05 0.96
C 0.07 0.18 1.38
N -0.53 0.78 2.58
C -0.91 0.00 0.23
N -0.55 -1.09 -0.65
C -0.32 -0.91 -2.10
N 0.82 -0.12 -2.40
H 2.19 0.91 1.52
H 1.60 0.80 -0.04
H 0.94 2.09 1.06
H 0.48 -0.81 1.60
H -0.80 0.07 3.25
H 0.20 1.25 3.09
H -1.95 -0.14 0.58
H -1.06 0.94 -0.33
H -1.13 -1.91 -0.53
H -1.22 -0.59 -2.65
H -0.18 -1.94 -2.45
H 0.71 0.88 -2.46
H 1.76 -0.49 -2.37

<B>
The following is a quantum chemistry calculation of C4H13N3 in the gas phase, from OMol25.

The multiplicity is 1. The net charge is 0. Its SMILES is NCCCNCN. The value obtained for the HOMO-LUMO gap is 0.346 Eh. As for the LUMO energy: 0.0402 hartree.

Atoms and positions in Å:
N 2.66 1.16 0.94
C 1.54 0.24 0.88
C 1.18 -0.07 -0.61
C -0.02 0.81 -0.85
N -1.42 0.41 -0.30
C -1.66 -0.98 -0.11
N -3.00 -1.26 0.45
H 2.74 2.15 1.06
H 3.53 0.75 0.66
H 0.76 0.70 1.49
H 1.91 -0.62 1.48
H 0.93 -1.12 -0.84
H 2.12 0.16 -1.12
H 0.15 1.84 -0.51
H -0.16 1.02 -1.94
H -1.98 0.95 -0.95
H -0.84 -1.44 0.47
H -1.75 -1.50 -1.08
H -3.11 -1.85 1.25
H -3.60 -1.35 -0.36

Of them, <A> has the highest stability.

<A>
The following is a quantum chemistry calculation of C4H13N3 in the gas phase, from OMol25.

The multiplicity is 1. The net charge is 0. Its SMILES is C[C@@H](N)CNCN. The value obtained for the HOMO-LUMO gap is 0.364 Eh. As for the LUMO energy: 0.0408 hartree.

Atoms and positions in Å:
C -0.23 -1.12 1.96
C -0.84 -1.28 0.48
N -2.30 -1.05 0.42
C -0.34 -0.16 -0.44
N 1.13 -0.03 -0.47
C 1.53 1.06 -1.36
N 1.07 2.39 -0.83
H -0.94 -1.52 2.70
H 0.77 -1.48 1.94
H -0.22 -0.02 2.17
H -0.53 -2.39 0.20
H -2.77 -0.59 1.17
H -2.84 -1.98 0.29
H -0.59 -0.44 -1.51
H -0.86 0.75 -0.13
H 1.53 0.15 0.47
H 1.06 0.80 -2.36
H 2.63 0.94 -1.41
H 1.53 3.17 -1.37
H 1.22 2.52 0.08

<B>
The following is a quantum chemistry calculation of C4H13N3 in the gas phase, from OMol25.

The multiplicity is 1. The net charge is 0. Its SMILES is NCCCNCN. The value obtained for the HOMO-LUMO gap is 0.347 Eh. As for the LUMO energy: 0.0392 hartree.

Atoms and positions in Å:
N -1.66 -1.95 0.79
C -1.23 -0.75 1.65
C -1.32 0.48 0.82
C -0.42 0.55 -0.37
N 0.89 0.83 -0.10
C 1.73 0.84 -1.33
N 2.88 -0.10 -1.33
H -1.63 -2.86 1.39
H -1.94 -1.43 -0.05
H -0.14 -0.86 1.60
H -1.97 -0.80 2.57
H -1.28 1.47 1.48
H -2.37 0.82 0.39
H -0.26 -0.40 -0.90
H -0.87 1.15 -1.21
H 0.89 1.76 0.34
H 2.10 1.88 -1.64
H 0.87 0.50 -2.02
H 2.95 -0.07 -0.36
H 2.79 -1.06 -1.70

<C>
The following is a quantum chemistry calculation of a 2-piece molecular cluster, C4H13N3 overall, from OMol25.

The multiplicity is 1. The net charge is 0. The value obtained for the HOMO-LUMO gap is 0.333 Eh. As for the LUMO energy: 0.0368 hartree.

Atoms and positions in Å:
C -0.91 -1.59 -0.81
C -0.36 -0.36 1.35
C -1.22 0.98 -0.51
C -0.39 -0.26 -0.20
N 2.63 0.96 0.79
N 1.00 -0.20 -0.70
N 1.51 1.48 0.19
H -0.90 -1.54 -1.88
H -0.33 -2.27 -0.34
H -2.05 -1.59 -0.57
H 0.20 0.63 1.74
H 0.11 -1.27 1.53
H -1.29 -0.43 1.72
H -1.00 1.80 0.24
H -0.89 1.38 -1.43
H -2.32 0.86 -0.75
H 2.45 0.29 1.52
H 3.44 0.69 0.28
H 1.04 0.08 -1.67
H 1.82 2.10 -0.60

Of them, <A> has the highest stability.

<A>
The following is a quantum chemistry calculation of C4H6S2 in the gas phase, from OMol25.

The multiplicity is 1. The net charge is 0. Its SMILES is CC(=S)C(C)=S. The value obtained for the HOMO-LUMO gap is 0.279 Eh. As for the LUMO energy: -0.0377 hartree.

Atoms and positions in Å:
C 0.05 0.30 1.77
C 0.18 0.69 0.37
S 0.97 2.01 -0.07
C -0.55 -0.19 -0.55
C 0.25 -0.66 -1.70
S -2.05 -0.53 -0.25
H 0.61 0.98 2.44
H -1.00 0.48 2.03
H 0.21 -0.74 1.98
H 0.84 -1.52 -1.42
H -0.42 -0.94 -2.52
H 0.91 0.11 -2.08

<B>
The following is a quantum chemistry calculation of a 2-piece molecular cluster, C4H6S2 overall, from OMol25.

The multiplicity is 1. The net charge is 0. The value obtained for the HOMO-LUMO gap is 0.300 Eh. As for the LUMO energy: -0.0089 hartree.

Atoms and positions in Å:
C -3.90 -0.45 -0.35
C 0.39 -0.18 0.11
C 0.23 1.32 0.26
C 1.77 -0.62 -0.35
S -0.95 -1.10 0.33
S -4.61 -1.62 0.35
H -0.07 1.77 -0.58
H 1.30 1.67 0.64
H -0.45 1.52 1.10
H 2.29 -1.39 0.39
H 2.38 0.22 -0.50
H 1.62 -1.15 -1.39

Of them, <A> has the highest stability.

<A>
The following is a quantum chemistry calculation of C2H10N3 as an isolated structure, from OMol25.

The multiplicity is 1. The net charge is +1. The value obtained for the HOMO-LUMO gap is 0.406 Eh. As for the LUMO energy: -0.1151 hartree.

Atoms and positions in Å:
C 0.46 1.84 1.82
N -0.67 1.09 1.20
H 0.18 2.18 2.81
H 0.85 2.62 1.18
H 1.23 1.08 1.99
H -1.07 0.41 1.83
H -1.44 1.75 1.09
H -0.32 0.65 0.02
N -0.30 -2.18 -1.26
C 0.49 -1.15 -1.12
N 0.11 0.10 -1.04
H 0.07 -3.12 -1.28
H -1.29 -2.04 -1.42
H 1.57 -1.31 -1.17
H 0.70 0.75 -1.54

<B>
The following is a quantum chemistry calculation of a 2-piece molecular cluster, C2H10N3 overall, from OMol25.

The multiplicity is 1. The net charge is +1. The value obtained for the HOMO-LUMO gap is 0.413 Eh. As for the LUMO energy: -0.1185 hartree.

Atoms and positions in Å:
C 1.53 1.90 -0.46
N 0.85 0.58 -0.47
H 2.56 1.76 -0.77
H 1.45 2.33 0.53
H 1.05 2.57 -1.18
H 1.00 0.00 -1.29
H 1.30 0.01 0.26
H -0.14 0.51 -0.17
N -0.36 -1.77 0.44
C -1.67 -1.25 0.41
N -1.91 -0.05 0.74
H -0.18 -2.51 -0.23
H -0.11 -2.14 1.34
H -2.46 -1.93 0.12
H -2.93 -0.01 0.70

<C>
The following is a quantum chemistry calculation of an isolated ion of composition C2H10N3 and charge +1, from OMol25.

The multiplicity is 1. The net charge is +1. Its SMILES is NC[NH2+]CN. The value obtained for the HOMO-LUMO gap is 0.408 Eh. As for the LUMO energy: -0.1103 hartree.

Atoms and positions in Å:
N 0.08 1.55 -0.88
C -0.39 1.38 0.48
N -0.66 -0.11 0.69
C 0.62 -1.04 0.46
N 0.32 -1.83 -0.66
H -0.61 1.97 -1.48
H 1.01 1.91 -1.08
H 0.29 1.77 1.22
H -1.30 2.01 0.40
H -1.24 -0.34 -0.12
H -1.15 -0.21 1.58
H 1.45 -0.37 0.26
H 0.76 -1.55 1.41
H -0.01 -2.77 -0.52
H 0.84 -1.70 -1.51

Of them, <A> has the highest stability.

<A>
The following is a quantum chemistry calculation of a 2-piece molecular cluster, C2H10N3 overall, from OMol25.

The multiplicity is 1. The net charge is +1. The value obtained for the HOMO-LUMO gap is 0.392 Eh. As for the LUMO energy: -0.1414 hartree.

Atoms and positions in Å:
C 2.15 -1.20 -0.49
N 0.65 -1.35 -0.26
H 2.66 -1.88 0.17
H 2.32 -1.39 -1.54
H 2.40 -0.18 -0.20
H 0.59 -2.02 0.50
H 0.15 -1.77 -1.03
H 0.17 -0.05 -0.03
N -2.41 1.34 0.80
C -1.49 1.22 -0.14
N -0.20 1.11 0.05
H -3.25 1.88 0.62
H -2.14 1.34 1.78
H -1.88 1.56 -1.10
H 0.28 1.40 0.89

<B>
The following is a quantum chemistry calculation of a 3-piece molecular cluster, C2H10N3 overall, from OMol25.

The multiplicity is 1. The net charge is +1. The value obtained for the HOMO-LUMO gap is 0.363 Eh. As for the LUMO energy: -0.1500 hartree.

Atoms and positions in Å:
C 0.43 -2.90 -0.51
C -0.06 -0.64 0.01
N -0.81 -0.57 1.07
N 0.40 0.34 -0.68
N -0.04 2.86 0.09
H -0.33 -3.06 -1.24
H 0.29 -3.32 0.47
H 1.44 -2.79 -0.85
H -1.13 0.32 1.45
H -1.12 -1.41 1.54
H 0.96 0.18 -1.50
H 0.21 1.37 -0.38
H 0.84 3.36 0.01
H -0.71 3.31 -0.52
H -0.37 2.97 1.05

Of them, <A> has the highest stability.

<A>
The following is a quantum chemistry calculation of a 3-piece molecular cluster, C6H18O3 overall, from OMol25.

The multiplicity is 1. The net charge is 0. Its SMILES is CCO.CCO.CCO. The value obtained for the HOMO-LUMO gap is 0.397 Eh. As for the LUMO energy: 0.0298 hartree.

Atoms and positions in Å:
C -3.33 3.59 -1.27
C -2.38 2.83 -0.31
O -1.03 3.26 -0.53
H -4.36 3.32 -1.02
H -3.16 3.30 -2.31
H -3.20 4.66 -1.14
H -2.52 1.77 -0.52
H -2.68 3.17 0.68
H -0.98 3.58 -1.44
C 2.01 -2.68 -0.06
C 2.85 -3.88 -0.49
O 2.61 -4.97 0.39
H 0.94 -2.78 -0.20
H 2.30 -1.87 -0.74
H 2.29 -2.24 0.90
H 3.91 -3.59 -0.49
H 2.58 -4.15 -1.52
H 3.13 -5.72 0.07
C -0.49 -0.32 0.77
C 0.77 0.32 1.30
O 0.41 1.51 2.00
H -1.18 -0.38 1.62
H -0.45 -1.39 0.52
H -0.98 0.18 -0.07
H 1.48 0.64 0.52
H 1.30 -0.35 1.97
H 0.16 2.19 1.37

<B>
The following is a quantum chemistry calculation of a 3-piece molecular cluster, C6H18O3 overall, from OMol25.

The multiplicity is 1. The net charge is 0. Its SMILES is CCO.CCO.CCO. The value obtained for the HOMO-LUMO gap is 0.394 Eh. As for the LUMO energy: 0.0240 hartree.

Atoms and positions in Å:
C 30.43 -20.82 11.43
C 29.32 -20.15 10.53
O 28.78 -21.15 9.70
H 31.10 -20.00 11.71
H 30.92 -21.62 10.88
H 29.99 -21.43 12.21
H 29.71 -19.30 9.97
H 28.62 -19.72 11.26
H 28.05 -20.78 9.20
C 26.79 -24.01 10.93
C 25.46 -24.50 11.42
O 25.80 -25.50 12.34
H 27.30 -23.62 11.81
H 26.70 -23.14 10.28
H 27.48 -24.64 10.37
H 24.80 -24.94 10.67
H 24.88 -23.73 11.92
H 26.03 -26.23 11.77
C 31.64 -21.32 7.49
C 30.33 -21.48 6.73
O 30.52 -21.99 5.47
H 32.11 -22.27 7.76
H 31.37 -20.76 8.39
H 32.32 -20.63 7.00
H 29.89 -20.48 6.82
H 29.61 -22.11 7.26
H 30.73 -21.37 4.76

Of them, <A> has the highest stability.